Below is a structure of composition C34H30Cl2MgN6O2Se, with properties calculated with ωB97M-V/def2-TZVPD.

Its largest force on an atom is 0.64 eV/Å.

The geometry in XYZ format:
```
76
Properties=species:S:1:pos:R:3:forces:R:3
Mg -1.327 0.300 -0.327 0.13 0.11 0.00
C -2.146 0.166 -3.468 0.03 -0.07 0.14
C -3.545 -0.333 -3.102 0.03 0.01 0.05
C -3.528 -1.203 -1.869 0.22 -0.13 -0.05
C -3.071 -2.604 -1.975 -0.07 0.21 -0.10
C -2.968 -3.373 -0.895 0.04 -0.05 0.18
C -3.247 -2.847 0.472 0.01 -0.03 0.08
C -3.633 -1.353 0.471 0.22 0.11 -0.12
N -3.858 -0.637 -0.777 -0.08 -0.07 0.23
N -1.533 1.103 -2.496 0.00 0.19 0.01
C -0.147 1.345 -2.952 -0.11 -0.01 0.12
C 0.709 2.058 -1.926 -0.17 -0.05 -0.01
C 2.038 2.349 -2.196 0.09 0.02 -0.06
C 2.800 2.939 -1.206 0.06 -0.09 0.03
C 2.212 3.228 0.018 0.04 0.05 0.02
C 0.881 2.912 0.193 -0.08 -0.08 -0.04
N 0.143 2.333 -0.758 0.01 -0.01 0.00
C -2.269 2.383 -2.399 -0.01 -0.13 0.05
C -3.063 2.572 -1.119 0.13 -0.23 0.05
C -4.124 3.461 -1.079 -0.04 0.06 -0.02
C -4.795 3.656 0.116 -0.03 0.03 0.00
C -4.396 2.949 1.239 -0.04 0.01 0.01
C -3.345 2.062 1.113 0.11 -0.06 -0.15
N -2.687 1.885 -0.038 -0.35 0.31 0.09
H -2.177 0.640 -4.458 -0.02 0.02 -0.03
H -1.468 -0.688 -3.531 -0.02 -0.02 0.00
H -3.931 -0.887 -3.961 0.01 -0.02 -0.01
H -4.219 0.504 -2.909 -0.02 0.00 -0.03
H -2.831 -2.992 -2.958 0.00 0.02 0.00
H -2.638 -4.402 -0.978 0.00 0.01 0.01
H -3.838 -3.540 1.072 -0.04 -0.01 -0.04
H -4.431 -1.094 1.168 -0.01 0.05 0.04
H -0.146 1.909 -3.894 0.00 0.03 -0.03
H 0.302 0.373 -3.152 0.01 -0.01 0.01
H 2.472 2.091 -3.154 -0.01 0.00 0.00
H 3.848 3.145 -1.375 0.03 0.02 0.00
H 2.780 3.672 0.824 -0.01 0.00 -0.02
H 0.382 3.102 1.137 0.00 -0.03 -0.02
H -2.933 2.510 -3.259 -0.04 -0.01 0.00
H -1.550 3.201 -2.437 0.02 0.03 -0.02
H -4.421 3.988 -1.977 0.00 0.00 0.00
H -5.628 4.345 0.168 0.01 -0.01 0.00
H -4.900 3.063 2.188 0.01 0.00 -0.01
H -3.017 1.443 1.941 0.01 0.01 -0.02
Se -0.602 -3.217 1.912 -0.09 -0.01 -0.07
C -1.981 -2.320 1.160 -0.02 0.18 -0.14
N -2.277 -1.023 0.996 -0.53 -0.36 -0.06
Cl 0.432 -0.296 4.077 0.10 0.00 0.02
C 1.706 -1.472 4.241 -0.15 0.06 0.11
C 1.689 -2.289 5.350 0.00 0.00 0.02
C 2.697 -3.224 5.534 0.02 0.01 -0.05
C 3.691 -3.328 4.581 -0.01 -0.01 0.03
C 3.684 -2.515 3.456 0.07 -0.08 0.00
Cl 4.946 -2.812 2.287 -0.01 -0.08 0.03
C 2.697 -1.546 3.243 0.13 0.22 -0.08
N 2.599 -0.667 2.177 -0.07 -0.18 -0.07
C 3.503 -0.498 1.095 0.03 0.10 0.41
C 4.685 0.209 1.288 0.06 0.05 0.04
C 5.584 0.390 0.249 -0.10 -0.01 -0.03
C 5.283 -0.116 -1.011 -0.05 0.04 0.09
C 4.088 -0.793 -1.204 -0.05 0.03 -0.03
C 3.185 -0.995 -0.162 0.06 -0.11 -0.33
C 1.937 -1.806 -0.386 0.06 0.03 -0.05
C 0.673 -0.982 -0.406 -0.23 -0.16 -0.08
O -0.214 -1.191 -1.289 0.37 0.14 0.07
O 0.489 -0.082 0.469 0.35 -0.17 -0.11
H 0.886 -2.183 6.066 0.01 0.00 -0.02
H 2.698 -3.869 6.402 0.00 0.01 -0.02
H 4.483 -4.058 4.681 -0.01 0.01 0.00
H 1.638 -0.478 1.903 0.02 0.08 0.03
H 4.898 0.590 2.280 0.00 0.00 -0.02
H 6.513 0.919 0.422 -0.02 -0.01 -0.01
H 5.976 0.011 -1.834 0.00 -0.01 0.01
H 3.855 -1.205 -2.180 0.01 0.01 0.01
H 1.805 -2.529 0.425 -0.02 0.02 0.00
H 1.999 -2.360 -1.320 -0.01 -0.01 -0.02
```
Positions in Å, forces in eV/Å.

=====

Below is a cluster of 5 separate species, C34H30ClNO20 in total at a distorted geometry, with properties calculated with ωB97M-V/def2-TZVPD.

The SMILES is C#C[C@@H]1CC(=O)N[C@@]1(Cl)COCOCCO.O=C1C=C(O)C(=O)C=C1O.O=C1C=C(O)C(=O)C=C1O.O=C1C=C(O)C(=O)C=C1O.O=C1C=C(O)C(=O)C=C1O. Its largest force on an atom is 1.41 eV/Å.

The geometry in XYZ format:
```
86
Properties=species:S:1:pos:R:3:forces:R:3
C -2.220 -3.327 2.926 0.16 0.27 -0.29
C -1.038 -3.498 2.824 0.18 0.07 0.29
C 0.417 -3.568 2.650 -1.08 -0.31 -0.37
C 1.025 -4.936 2.311 0.93 0.70 0.28
C 2.517 -4.581 2.502 -1.00 -0.44 -0.16
O 3.457 -5.008 1.885 0.30 0.10 0.18
N 2.529 -3.708 3.567 0.38 0.79 -0.61
C 1.275 -3.003 3.781 0.97 -0.85 0.56
Cl 0.699 -3.573 5.422 -0.37 0.14 -0.30
C 1.503 -1.483 3.800 -0.11 -0.05 0.66
O 0.384 -0.729 3.391 0.26 0.21 -0.41
C 0.264 -0.494 2.015 -0.41 -0.28 -0.45
O 0.009 0.874 1.801 -0.01 0.01 0.20
C -0.534 1.061 0.499 0.31 0.19 0.31
C -0.822 2.535 0.242 -0.74 -0.18 -0.43
O 0.036 3.130 -0.720 0.28 0.28 0.18
H -3.240 -3.021 2.905 -0.06 -0.26 0.18
H 0.612 -2.973 1.749 0.21 0.17 0.17
H 0.773 -5.221 1.297 0.12 -0.33 0.05
H 0.855 -5.714 3.055 -0.54 -0.02 -0.14
H 3.392 -3.228 3.782 0.03 -0.13 0.07
H 1.712 -1.198 4.831 -0.10 0.04 -0.03
H 2.396 -1.264 3.216 -0.18 0.07 -0.34
H -0.589 -1.089 1.653 -0.05 0.19 -0.06
H 1.157 -0.758 1.436 -0.07 -0.24 0.40
H 0.201 0.697 -0.234 -0.16 0.03 -0.16
H -1.456 0.480 0.394 0.05 -0.09 0.06
H -1.851 2.601 -0.126 0.01 0.03 0.03
H -0.788 3.139 1.146 0.36 -0.16 0.09
H -0.020 2.635 -1.543 -0.11 -0.13 0.06
O 7.143 1.794 -1.401 0.13 -0.19 -0.05
C 6.205 1.326 -0.785 -0.28 0.41 0.06
C 5.067 2.105 -0.325 0.19 0.02 -0.11
C 4.084 1.508 0.363 -0.16 0.41 0.00
O 3.019 2.169 0.807 0.16 -0.36 0.01
C 4.127 0.038 0.679 0.26 -0.26 -0.11
O 3.200 -0.426 1.324 0.17 0.14 -0.05
C 5.247 -0.747 0.204 -0.19 -0.07 0.13
C 6.229 -0.149 -0.486 0.06 -0.37 0.05
O 7.284 -0.802 -0.953 -0.06 0.24 -0.01
H 5.052 3.160 -0.558 -0.02 0.01 0.02
H 2.446 1.530 1.277 -0.06 0.08 0.02
H 5.254 -1.806 0.425 0.02 0.00 -0.01
H 7.835 -0.136 -1.408 0.02 0.02 -0.01
O -2.380 5.217 -7.103 -0.12 -0.13 -0.12
C -2.354 4.669 -6.017 0.27 0.33 0.23
C -1.704 5.226 -4.843 -0.05 -0.01 -0.21
C -1.707 4.550 -3.684 0.19 0.41 0.05
O -1.120 5.030 -2.591 -0.40 -0.40 -0.16
C -2.375 3.202 -3.566 -0.20 -0.21 -0.20
O -2.330 2.618 -2.497 0.18 0.16 0.01
C -3.043 2.659 -4.736 -0.14 0.08 0.16
C -3.038 3.340 -5.886 -0.22 -0.31 -0.04
O -3.630 2.892 -6.992 0.15 0.18 0.05
H -1.228 6.191 -4.945 0.01 0.00 0.04
H -1.239 4.376 -1.871 0.30 0.07 0.07
H -3.530 1.702 -4.634 -0.02 -0.01 0.02
H -3.474 3.571 -7.677 0.01 0.01 -0.02
O -5.236 0.693 7.982 0.03 -0.01 0.25
C -4.168 0.379 7.487 -0.08 0.07 -0.53
C -3.904 0.391 6.058 -0.21 0.05 0.19
C -2.702 0.013 5.603 -0.26 0.11 -0.54
O -2.378 -0.004 4.314 0.01 -0.06 0.43
C -1.607 -0.428 6.531 -0.03 -0.03 0.32
O -0.565 -0.767 6.012 0.24 0.05 0.22
C -1.862 -0.421 7.963 0.18 -0.05 -0.11
C -3.062 -0.041 8.417 0.24 -0.10 0.26
O -3.370 -0.007 9.711 -0.12 0.05 -0.20
H -4.701 0.709 5.401 0.01 0.00 -0.01
H -1.447 -0.319 4.266 0.15 -0.03 -0.13
H -1.061 -0.728 8.620 -0.02 -0.01 0.02
H -4.296 0.299 9.758 -0.04 0.01 -0.01
O -2.392 -1.381 -8.797 0.09 -0.17 -0.10
C -1.714 -1.341 -7.789 -0.21 0.34 0.22
C -1.935 -0.395 -6.704 -0.09 -0.01 -0.14
C -1.127 -0.413 -5.638 -0.27 0.27 0.00
O -1.262 0.417 -4.603 0.29 -0.30 -0.07
C 0.016 -1.381 -5.520 0.22 -0.38 -0.23
O 0.712 -1.315 -4.523 -0.10 0.17 0.12
C 0.223 -2.339 -6.592 0.10 0.04 0.19
C -0.586 -2.326 -7.659 0.27 -0.27 -0.02
O -0.454 -3.173 -8.675 -0.16 0.20 0.05
H -2.758 0.300 -6.804 0.01 0.03 -0.01
H -0.541 0.183 -3.987 0.01 -0.04 0.04
H 1.039 -3.041 -6.489 0.00 -0.01 -0.03
H -1.161 -2.946 -9.310 -0.01 0.00 -0.03
```
Positions in Å, forces in eV/Å.

=====

Below is a structure of composition C34H30N2O6S2Tl, with properties calculated with ωB97M-V/def2-TZVPD.

The total charge is +1. Its largest force on an atom is 0.74 eV/Å.

The geometry in XYZ format:
```
75
Properties=species:S:1:pos:R:3:forces:R:3
Tl -4.578 0.578 0.830 -0.09 0.10 -0.01
S -1.994 -2.444 0.768 0.01 -0.06 -0.15
C -0.486 -2.742 1.672 0.31 -0.54 -0.24
N 0.316 -3.700 1.300 -0.38 0.59 0.22
C 1.600 -3.860 2.006 0.05 0.03 0.20
C 1.422 -3.558 3.474 0.08 -0.04 -0.08
N 0.841 -2.236 3.626 -0.19 -0.08 -0.03
C 1.324 -1.402 4.731 -0.02 0.12 0.07
C 2.612 -0.719 4.352 0.02 -0.02 0.04
C 2.584 0.487 3.659 0.01 0.02 -0.06
C 3.766 1.084 3.252 0.00 0.01 -0.01
C 4.985 0.485 3.537 0.02 0.00 -0.01
C 5.021 -0.708 4.241 0.02 0.00 0.00
C 3.838 -1.306 4.648 -0.01 0.04 0.05
C -0.128 -1.818 2.801 0.18 0.09 -0.02
S -0.887 -0.365 2.802 -0.03 -0.01 0.05
C 0.117 -4.595 0.118 -0.11 -0.06 0.01
C 0.423 -3.915 -1.189 -0.01 0.04 -0.01
C -0.569 -3.794 -2.153 -0.04 -0.04 0.04
C -0.291 -3.177 -3.361 -0.02 0.09 -0.01
C 0.971 -2.657 -3.602 -0.01 0.01 -0.01
C 1.968 -2.788 -2.648 0.01 -0.02 0.02
C 1.699 -3.429 -1.450 -0.01 0.03 -0.01
H 2.308 -3.162 1.551 0.02 -0.04 0.04
H 1.953 -4.878 1.849 -0.03 0.06 0.05
H 2.406 -3.564 3.944 -0.06 0.02 -0.01
H 0.800 -4.314 3.967 0.03 0.01 -0.05
H 1.460 -2.053 5.595 0.01 -0.01 0.01
H 0.542 -0.677 4.955 0.07 -0.06 0.03
H 1.635 0.958 3.442 -0.03 0.02 0.01
H 3.736 2.026 2.721 0.00 0.03 -0.02
H 5.906 0.956 3.224 0.04 0.02 -0.01
H 5.969 -1.164 4.489 0.03 -0.02 0.00
H 3.875 -2.215 5.237 -0.01 -0.07 0.02
H -0.905 -4.966 0.141 0.05 0.06 -0.01
H 0.794 -5.430 0.294 -0.10 -0.01 -0.05
H -1.558 -4.190 -1.963 -0.05 0.01 0.03
H -1.065 -3.094 -4.110 -0.05 0.01 -0.04
H 1.180 -2.159 -4.538 0.02 0.02 -0.05
H 2.960 -2.409 -2.843 0.06 0.03 -0.01
H 2.495 -3.561 -0.728 0.05 0.01 0.03
C -3.950 3.724 -2.764 -0.01 -0.03 0.02
C -3.714 3.067 -1.424 0.24 0.16 0.16
O -4.390 2.071 -1.159 -0.22 -0.20 -0.05
C -2.732 3.645 -0.508 -0.11 -0.11 -0.03
C -2.252 4.942 -0.768 0.16 0.09 0.11
C -1.342 5.566 0.050 -0.08 -0.05 -0.10
C -0.866 4.874 1.171 -0.01 0.02 -0.02
C -1.297 3.605 1.451 -0.03 0.00 -0.01
C -2.252 2.937 0.639 0.19 0.17 -0.27
O -2.573 1.725 0.937 -0.09 -0.42 0.21
H -4.458 3.016 -3.411 0.00 -0.04 -0.03
H -3.024 4.067 -3.222 0.01 -0.02 -0.06
H -4.600 4.591 -2.632 -0.01 0.04 0.01
H -2.623 5.474 -1.632 -0.01 0.05 -0.02
H -1.005 6.569 -0.163 0.01 0.05 -0.02
H -0.150 5.350 1.828 0.05 0.03 0.04
H -0.931 3.070 2.317 0.01 -0.04 0.04
O -3.177 -1.144 -1.116 -0.31 -0.03 -0.09
C -2.052 -0.709 -1.045 0.27 -0.13 -0.11
O -1.214 -1.230 -0.113 0.23 -0.12 0.08
C -1.410 0.297 -1.895 -0.05 0.09 0.13
C -0.353 1.054 -1.405 0.00 0.01 -0.19
C 0.234 2.050 -2.187 -0.07 -0.05 0.00
C -0.275 2.216 -3.452 -0.06 -0.02 0.03
O 0.103 3.121 -4.388 0.01 -0.03 0.06
C -0.712 2.879 -5.537 0.04 0.12 -0.26
O -1.644 1.854 -5.204 -0.05 -0.02 0.02
C -1.334 1.453 -3.940 0.02 0.02 0.12
C -1.944 0.497 -3.180 0.05 0.07 0.04
H -0.014 0.899 -0.393 0.03 -0.01 0.10
H 1.027 2.677 -1.811 0.03 0.03 0.01
H -0.079 2.541 -6.364 -0.07 0.05 0.08
H -1.252 3.793 -5.793 0.05 -0.07 0.00
H -2.793 -0.070 -3.530 -0.06 -0.04 -0.02
```
Positions in Å, forces in eV/Å.

=====

Orbital gap in hartree, matching the order above: 0.25344; 0.28370; 0.16677
E in eV, matching the order above: -144620.6427; -90702.8512; -77367.5323